Record 1
C3H7O7P | wB97M-V/def2-TZVPD

Its charge is 0. For the electronic energy, the calculation gives -26848.0283 eV. As for the SMILES: COCOC(=O)OP(=O)(O)O.

CARTESIAN COORDINATES (ANGSTROEM)
C 0.08142 1.79503 1.22293
O -0.81498 0.93991 0.51206
C -0.80097 1.09786 -0.87106
O -1.30534 -0.10726 -1.45678
C -1.34436 -1.22988 -0.71630
O -2.23129 -1.54562 -0.02109
O -0.22821 -2.01768 -0.83533
P 1.17058 -1.80953 -0.04949
O 2.04779 -2.96611 -0.12341
O 0.71916 -1.34943 1.39579
O 1.73295 -0.46242 -0.69961
H -0.43503 2.71304 1.53139
H 0.43351 1.25130 2.10557
H 0.95395 2.05650 0.60867
H 0.22248 1.28757 -1.22343
H -1.47144 1.89465 -1.22407
H -0.22210 -1.13548 1.48212
H 1.49189 -0.41244 -1.63795

Force components x, y, z for each atom (eV/Å):
0.096 0.165 0.043
0.154 0.073 -0.083
-0.190 0.161 0.126
0.157 0.125 -0.594
1.152 0.553 0.203
-1.216 -0.455 0.597
0.154 -0.187 -0.458
-0.165 -0.170 0.167
-0.301 0.378 0.031
0.230 -0.275 -0.008
-0.154 0.043 -0.194
0.103 -0.181 -0.077
-0.149 0.128 -0.202
-0.164 -0.108 0.103
-0.223 -0.052 0.053
0.084 -0.185 0.153
0.112 0.081 -0.019
0.321 -0.095 0.158



Record 2
C2H11N2O2 | wB97M-V/def2-TZVPD

Its charge is +1. For the electronic energy, the calculation gives -9319.7936 eV. For the energy above the lowest of the compared OMol25 structures with the same formula, charge and spin, the calculation gives 2.513 eV.

CARTESIAN COORDINATES (ANGSTROEM)
C -1.63979 0.23286 0.50382
C -1.93037 -1.06718 0.49207
N -1.16037 -1.97707 -0.31519
N -0.20074 0.53641 0.05788
H -2.17147 1.17597 0.46760
H -2.41893 -1.58321 1.32008
H -1.47321 -2.92943 -0.10406
H -1.64570 -1.80718 -1.19882
H -0.05009 0.64424 -0.94741
H 0.47316 -0.19747 0.43170
H 0.04134 1.40316 0.54057
H 1.52710 2.60915 -1.49196
H 2.33898 3.39545 -0.43537
O 1.65905 2.72325 -0.54696
H 1.86000 -1.78011 -0.08101
H 2.48002 -0.91528 1.00941
O 2.08770 -0.86514 0.13364

Force components x, y, z for each atom (eV/Å):
1.882 0.751 -1.547
0.945 -1.527 1.466
-1.412 0.502 0.211
-1.008 -0.447 0.558
-0.551 -0.501 1.264
-1.406 0.582 -0.622
0.487 0.260 0.225
0.851 -0.172 -0.523
0.175 0.047 0.251
-0.380 0.601 -0.983
0.321 0.213 -0.494
0.286 0.271 -0.106
-0.024 -0.006 -0.114
-0.331 -0.280 0.210
0.139 -0.003 -0.095
0.382 -0.007 0.123
-0.355 -0.287 0.175



Record 3
C6H10O | wB97M-V/def2-TZVPD

Its charge is 0. For the electronic energy, the calculation gives -8429.4292 eV. For the energy above the lowest of the compared OMol25 structures with the same formula, charge and spin, the calculation gives 1.811 eV. As for the SMILES: C=C/C=C/C=C.O.

CARTESIAN COORDINATES (ANGSTROEM)
C -2.34812 -0.91448 1.10406
C -2.16891 0.21864 0.42347
C -1.02465 0.40669 -0.47518
C 0.04602 -0.37634 -0.54250
C 1.06408 -0.29843 -1.58460
C 2.34869 -0.63058 -1.49802
H -3.17313 -0.97247 1.79241
H -1.88800 -1.82989 0.76485
H -2.83088 1.06844 0.52002
H -0.96456 1.29594 -1.09902
H 0.15801 -1.18703 0.16983
H 0.70722 0.13835 -2.51590
H 2.74704 -1.27411 -0.72159
H 2.96990 -0.56992 -2.38411
O 1.62302 1.99156 2.01098
H 2.03699 1.14329 2.18583
H 0.69728 1.79034 1.84944

Force components x, y, z for each atom (eV/Å):
-1.066 0.332 -0.744
0.959 0.000 0.060
-0.052 0.523 -0.397
0.372 -1.041 0.223
0.002 0.941 -0.111
-0.226 -1.279 -0.601
-0.097 -0.239 0.213
0.423 -0.056 0.467
-0.009 0.048 0.394
-0.553 -0.099 -0.194
0.024 -0.068 0.124
0.177 0.214 0.084
-0.005 0.471 0.423
0.063 0.270 0.095
0.030 0.144 0.049
0.005 -0.082 -0.020
-0.048 -0.081 -0.065



Record 4
C16H32NO4 | wB97M-V/def2-TZVPD

Its charge is +1. For the electronic energy, the calculation gives -26780.2628 eV.

CARTESIAN COORDINATES (ANGSTROEM)
C 2.54223 0.40690 -0.76211
C 1.70185 1.72084 -1.36463
C 0.26975 1.07852 -1.92650
C -0.72497 2.24976 -2.56503
N -2.11624 1.92970 -2.04810
C -2.81470 2.87971 -1.34372
C -4.24411 2.17317 -0.96218
C -4.43933 0.77674 -1.84551
C -2.81863 0.59858 -2.20666
H 1.75708 -0.35342 -0.28597
H 3.34484 0.71314 0.04310
H 3.01213 -0.11374 -1.71259
H 1.51168 2.54683 -0.54480
H 2.26737 2.18670 -2.27746
H 0.55445 0.29568 -2.77290
H -0.26373 0.44086 -1.07878
H -0.35329 3.34399 -2.26687
H -0.63794 2.15110 -3.74323
H -2.36576 3.93837 -1.11837
H -5.11130 2.96621 -1.08957
H -4.03583 1.79697 0.15122
H -4.63321 -0.16204 -1.17426
H -5.11028 0.86600 -2.82750
H -2.52712 -0.12097 -3.08744
H -2.44868 0.03130 -1.21785
O -3.87888 -2.80472 -3.27273
C -3.73340 -3.55318 -2.30781
O -3.45287 -3.04708 -1.08717
C -3.44692 -3.81308 0.13332
C -2.10964 -4.49554 0.33757
C -3.77208 -5.04256 -2.48527
H -4.28837 -4.51253 0.16250
H -3.61237 -3.09873 0.94684
H -1.89461 -5.21040 -0.46227
H -2.09130 -5.02989 1.29206
H -1.29948 -3.75986 0.32932
H -2.79048 -5.38987 -2.81931
H -4.51889 -5.28155 -3.24813
H -4.06884 -5.58532 -1.58968
O 6.38946 0.96511 6.23934
C 5.71658 1.33198 5.27753
O 5.96035 0.83636 4.04475
C 5.11999 1.05588 2.89497
C 5.46781 2.36289 2.21191
C 4.67758 2.40253 5.43765
H 4.06102 0.98668 3.16313
H 5.31751 0.22797 2.20575
H 5.29928 3.22018 2.87044
H 4.86557 2.49801 1.30861
H 6.52670 2.38041 1.93603
H 5.16113 3.38212 5.38939
H 4.20297 2.28153 6.41585
H 3.87593 2.35173 4.70313

Force components x, y, z for each atom (eV/Å):
-0.690 0.324 -0.620
-0.560 -1.157 0.084
0.927 0.062 -0.179
1.835 -1.203 -0.326
-1.422 4.336 0.765
-0.015 -4.166 -2.233
0.244 0.446 0.705
2.498 0.981 -0.664
-0.271 -2.387 2.246
1.828 1.693 -0.900
-1.581 -0.692 -1.825
-0.697 0.941 2.232
0.314 -1.706 -1.658
-1.009 -0.798 1.849
-0.685 1.702 1.737
1.083 1.661 -1.678
-1.228 -2.506 -0.413
-0.714 0.282 2.509
-1.008 -2.331 -0.425
1.793 -1.816 0.708
-0.913 1.200 -2.114
-0.200 2.073 -1.457
1.460 -0.151 2.477
-0.469 2.070 1.415
-0.575 0.924 -2.299
0.367 -0.715 2.045
-0.017 0.613 -1.493
-0.304 0.679 -0.229
0.166 -0.300 0.186
0.161 -0.131 -0.162
-0.596 -0.341 0.037
0.145 0.072 -0.139
-0.039 0.065 -0.353
-0.097 0.019 0.155
-0.014 0.091 -0.121
-0.142 -0.042 0.095
-0.132 0.048 0.045
0.324 0.146 -0.028
0.231 0.011 0.031
-1.221 0.481 -2.245
1.205 -0.353 1.762
0.062 -0.485 -0.038
0.104 0.167 0.083
0.088 0.256 0.093
-0.672 -0.063 0.189
0.111 0.096 0.084
0.141 0.011 0.344
-0.084 -0.114 -0.100
0.062 -0.015 0.057
-0.173 -0.102 -0.019
-0.068 -0.131 0.008
0.327 0.114 -0.088
0.120 0.139 -0.135



Record 5
C9H32N4O7 | wB97M-V/def2-TZVPD

Its charge is 0. For the electronic energy, the calculation gives -30144.1611 eV. For the energy above the lowest of the compared OMol25 structures with the same formula, charge and spin, the calculation gives 0.983 eV. As for the SMILES: NC(N)=O.NC(N)=O.CC(C)O.CO.CO.CO.CO.

CARTESIAN COORDINATES (ANGSTROEM)
N 1.09123 -0.78458 -1.92921
C 0.51910 0.02057 -1.12660
N 0.66056 -0.25545 0.17817
O -0.02334 1.01482 -1.53701
H 1.16542 -0.70081 -2.93299
H 1.69584 -1.42768 -1.43831
H 1.07484 -1.12982 0.46791
H 0.12729 0.24229 0.87672
N -2.03579 2.04327 0.21431
C -2.89076 2.98413 0.14772
N -2.97645 3.51849 -1.05634
O -3.55438 3.32715 1.09077
H -1.40244 1.88257 -0.55585
H -1.93420 1.69269 1.15605
H -2.27735 3.25508 -1.73603
H -3.68258 4.22473 -1.20700
C -3.00392 0.49330 3.14142
C -1.51057 0.58473 3.64073
C -1.01977 -0.68261 4.41238
O -0.60500 0.82152 2.56129
H -3.64682 0.17969 3.96388
H -3.01024 -0.27370 2.36697
H -3.32586 1.49368 2.85215
H -1.34888 1.45591 4.27555
H -1.75780 -1.09423 5.10084
H -0.02270 -0.62765 4.84935
H -0.91746 -1.55393 3.76551
H 0.25184 1.05484 2.92597
C 3.86204 -3.06366 -0.43563
O 2.45669 -2.89882 -0.41170
H 4.38577 -2.15470 -0.13965
H 4.15279 -3.84211 0.26977
H 4.13667 -3.30758 -1.46187
H 1.95345 -3.70052 -0.25166
C 2.82297 -1.20775 3.17064
O 2.59574 -2.56776 3.41461
H 3.81140 -0.89934 3.51123
H 2.63002 -0.94941 2.12943
H 2.08390 -0.71003 3.79845
H 2.74577 -3.00573 2.57361
C 1.76985 2.83218 -3.74026
O 0.36101 2.90048 -3.46778
H 1.97646 1.85879 -4.18515
H 2.09976 3.58288 -4.45840
H 2.30156 2.92887 -2.79367
H 0.18532 2.25295 -2.78116
C -1.67784 -1.53405 -4.89076
O -2.81071 -2.26619 -5.24988
H -1.95450 -0.52660 -4.57996
H -1.05386 -2.07071 -4.17608
H -1.11018 -1.38517 -5.80929
H -3.36370 -2.02488 -4.50317

Force components x, y, z for each atom (eV/Å):
2.861 -4.149 -2.212
-0.579 1.890 1.574
0.137 -0.474 1.425
-2.001 2.617 -0.509
-0.253 0.430 0.469
0.107 -0.604 -0.816
-0.190 0.109 -0.114
-0.147 0.015 -0.129
2.848 -3.430 0.906
-1.549 1.612 -0.056
-0.585 1.483 -2.415
-1.852 0.998 2.015
0.373 -0.637 0.524
0.737 -0.253 -0.522
-0.523 0.499 -0.249
0.486 -0.142 -0.225
1.999 0.141 0.817
-0.016 -0.844 1.200
-0.681 -0.533 -0.782
-0.203 -0.196 -0.849
0.155 -0.109 0.045
-0.377 0.284 -0.254
-0.117 -0.236 -0.564
-0.628 -0.003 0.404
0.076 0.643 0.572
-0.179 0.552 0.368
-0.026 0.180 -0.789
0.018 0.111 0.138
0.107 -0.684 -0.137
-0.680 1.017 0.480
-0.420 0.178 -0.014
0.238 -0.139 -0.201
0.424 -0.194 0.133
0.408 -0.235 -0.085
-0.563 0.561 0.656
0.112 -0.926 -0.476
0.152 0.078 -0.265
0.225 0.210 -0.014
0.083 0.488 -0.114
0.011 -0.375 0.162
-0.978 -0.552 0.429
0.599 0.906 -0.898
0.359 -0.169 -0.033
-0.361 0.194 0.205
0.392 0.089 -0.121
-0.012 -0.425 0.290
1.148 0.593 -1.232
-0.747 -0.030 0.701
0.184 0.015 0.481
0.043 0.187 0.282
0.319 -0.083 0.048
-0.932 -0.656 -0.253



Record 6
C6H16 | wB97M-V/def2-TZVPD

Its charge is 0. For the electronic energy, the calculation gives -6481.2220 eV. For the energy above the lowest of the compared OMol25 structures with the same formula, charge and spin, the calculation gives 0.436 eV. As for the SMILES: CCC.CCC.

CARTESIAN COORDINATES (ANGSTROEM)
C -1.67598 0.28162 -1.50207
C -0.38423 -0.12453 -2.22121
C 0.13989 -1.39844 -1.55886
H -1.47988 0.39009 -0.42208
H -2.38105 -0.55370 -1.64945
H -2.14745 1.20885 -1.86890
H -0.69253 -0.33003 -3.26436
H 0.38517 0.67093 -2.24815
H -0.64050 -2.17760 -1.53614
H 0.43637 -1.16713 -0.52194
H 1.01791 -1.79545 -2.09557
C 1.76213 1.04353 1.27226
C 0.44998 0.93791 2.07010
C -0.21823 -0.45048 1.89371
H 2.52990 0.40888 1.74594
H 2.15313 2.07219 1.19752
H 1.57175 0.66467 0.25402
H 0.64039 0.99738 3.15898
H -0.32164 1.69178 1.82168
H -1.20867 -0.50393 2.37619
H 0.41043 -1.26572 2.28968
H -0.34691 -0.60076 0.80860

Force components x, y, z for each atom (eV/Å):
0.034 0.134 0.216
-0.598 -0.028 -0.449
0.527 0.022 -0.199
-0.318 0.069 -0.423
0.038 0.409 0.240
0.283 -0.357 0.053
0.507 0.065 0.276
-0.399 -0.330 0.131
0.291 0.265 0.021
0.046 -0.425 -0.736
-0.303 0.058 0.253
-0.410 -0.012 0.022
-0.454 -0.763 0.915
0.144 0.291 -0.513
-0.235 0.221 -0.276
-0.195 -0.407 0.095
0.283 0.209 0.250
0.069 0.520 -0.459
0.665 -0.094 -0.049
0.408 0.064 -0.138
-0.179 0.295 -0.164
-0.204 -0.206 0.932



Which formula does entry 2 have? C2H11N2O2



Which of these has the lowest electronic energy? C9H32N4O7